(1)
A 10-piece molecular cluster, C34H94N6O10 overall at a distorted geometry. Source: the Open Molecules 2025 dataset; level of theory: ωB97M-V/def2-TZVPD.

Element x y z (Å)
C  1.190  -6.550  3.370
O  0.201  -5.597  3.007
C  0.526  -4.245  3.271
C  -0.726  -3.422  3.115
C  -1.803  -3.855  4.079
N  -1.274  -3.481  1.732
H  0.663  -7.493  3.534
H  1.662  -6.295  4.331
H  1.961  -6.670  2.603
H  0.982  -4.049  4.261
H  1.319  -3.927  2.561
H  -0.497  -2.366  3.278
H  -2.602  -3.123  4.202
H  -1.414  -3.898  5.116
H  -2.146  -4.862  3.854
H  -0.734  -2.842  1.160
H  -1.123  -4.442  1.422
C  -4.444  -0.915  -1.804
O  -4.698  -0.620  -0.475
C  -4.193  -1.539  0.404
C  -4.955  -2.847  0.388
C  -6.464  -2.564  0.466
N  -4.549  -3.668  1.563
H  -4.233  0.009  -2.333
H  -5.300  -1.429  -2.265
H  -3.595  -1.610  -1.914
H  -3.124  -1.684  0.190
H  -4.224  -1.112  1.412
H  -4.708  -3.365  -0.556
H  -6.652  -1.915  1.324
H  -7.074  -3.462  0.526
H  -6.794  -1.993  -0.412
H  -3.519  -3.637  1.642
H  -4.837  -4.618  1.366
C  -1.191  3.121  -1.486
O  -2.027  3.568  -2.500
C  -1.602  3.112  -3.730
C  -2.376  3.851  -4.783
C  -1.826  5.235  -5.005
N  -3.849  3.955  -4.346
H  -1.368  2.043  -1.384
H  -1.376  3.700  -0.595
H  -0.136  3.220  -1.786
H  -0.524  3.295  -3.816
H  -1.804  2.035  -3.839
H  -2.458  3.258  -5.697
H  -1.822  5.806  -4.069
H  -2.458  5.829  -5.674
H  -0.805  5.250  -5.393
H  -4.208  4.801  -4.796
H  -4.378  3.240  -4.854
C  4.780  5.069  -4.372
O  3.423  4.719  -4.334
C  3.049  3.975  -3.195
C  3.758  2.663  -2.958
C  2.821  1.729  -2.215
N  5.040  2.734  -2.287
H  5.124  5.509  -3.424
H  4.905  5.842  -5.137
H  5.459  4.249  -4.645
H  3.017  4.589  -2.269
H  1.980  3.777  -3.371
H  3.951  2.271  -3.967
H  2.054  1.412  -2.912
H  2.498  2.187  -1.271
H  3.367  0.858  -1.849
H  4.894  3.244  -1.412
H  5.722  3.251  -2.826
C  0.091  -0.961  -3.161
O  0.306  -2.319  -3.595
C  0.599  -2.422  -4.967
C  -0.477  -1.911  -5.914
C  -1.809  -2.632  -5.637
N  0.041  -2.137  -7.262
H  -0.547  -0.963  -2.273
H  -0.379  -0.358  -3.931
H  1.037  -0.511  -2.822
H  1.602  -2.018  -5.139
H  0.683  -3.502  -5.136
H  -0.664  -0.836  -5.856
H  -1.830  -3.571  -6.201
H  -2.665  -2.046  -5.975
H  -1.937  -2.902  -4.587
H  0.079  -3.130  -7.472
H  -0.482  -1.684  -7.994
C  -3.729  5.576  5.405
O  -3.674  4.861  4.220
C  -2.910  3.676  4.363
C  -3.002  2.860  3.097
C  -2.094  1.617  3.162
N  -2.648  3.679  1.927
H  -4.239  6.509  5.188
H  -2.713  5.811  5.751
H  -4.254  5.028  6.194
H  -1.848  3.928  4.554
H  -3.273  3.057  5.201
H  -4.020  2.479  2.964
H  -1.973  1.163  2.189
H  -2.379  0.914  3.958
H  -1.111  1.955  3.542
H  -2.816  3.151  1.078
H  -1.651  3.893  1.966
C  3.429  -4.114  -0.017
C  2.420  -3.052  -0.432
C  3.119  -1.778  -0.896
O  1.661  -3.604  -1.469
H  4.157  -3.771  0.718
H  4.012  -4.355  -0.916
H  2.933  -5.009  0.354
H  1.762  -2.833  0.427
H  2.419  -0.953  -1.035
H  3.547  -1.992  -1.881
H  3.898  -1.511  -0.193
H  1.369  -2.866  -2.058
C  4.916  -1.359  2.343
C  5.425  -0.100  3.023
C  5.678  0.997  2.004
O  4.500  0.323  4.031
H  5.575  -1.867  1.645
H  3.951  -1.120  1.875
H  4.707  -2.128  3.102
H  6.392  -0.340  3.486
H  4.878  1.017  1.251
H  6.613  0.805  1.460
H  5.776  2.000  2.418
H  3.636  0.038  3.669
C  0.026  -0.318  5.548
C  0.911  0.071  4.373
C  1.701  1.376  4.549
O  1.819  -1.030  4.094
H  -0.571  -1.193  5.285
H  -0.714  0.474  5.766
H  0.518  -0.448  6.516
H  0.310  0.251  3.476
H  1.077  2.236  4.819
H  2.167  1.625  3.596
H  2.439  1.313  5.355
H  2.275  -1.299  4.900
C  -0.109  -0.182  0.473
O  1.219  0.313  0.742
H  -0.591  0.651  -0.021
H  -0.106  -1.075  -0.162
H  -0.588  -0.426  1.426
H  1.683  -0.330  1.299

## Properties
SMILES: COC[C@H](C)N.COC[C@H](C)N.COC[C@H](C)N.COC[C@H](C)N.COC[C@H](C)N.COC[C@H](C)N.CC(C)O.CC(C)O.CC(C)O.CO
calculated total energy: -66193.3526 eV
HOMO-LUMO gap: 9.34 eV
HOMO energy: -8.87 eV

Löwdin atomic charge list, values in e, 99 entries: C -0.091; O -0.193; C -0.220; C -0.421; C -0.069; N 0.064; H 0.088; H 0.088; H 0.082; H 0.126; H 0.119; H 0.111; H 0.077; H 0.083; H 0.081; H 0.039; H 0.088; C -0.119; O -0.179; C -0.266; C -0.432; C -0.055; N 0.038; H 0.085; H 0.090; H 0.088; H 0.110; H 0.134; H 0.132; H 0.084; H 0.071; H 0.070; H 0.029; H 0.064; C -0.096; O -0.172; C -0.251; C -0.394; C -0.071; N 0.037; H 0.076; H 0.079; H 0.080; H 0.113; H 0.122; H 0.128; H 0.090; H 0.075; H 0.080; H 0.057; H 0.063; C -0.132; O -0.168; C -0.224; C -0.460; C -0.063; N 0.042; H 0.093; H 0.090; H 0.082; H 0.138; H 0.108; H 0.150; H 0.067; H 0.088; H 0.062; H 0.083; H 0.049; C -0.058; O -0.217; C -0.204; C -0.440; C -0.048; N 0.029; H 0.077; H 0.072; H 0.069; H 0.132; H 0.139; H 0.122; H 0.076; H 0.073; H 0.072; H 0.073; H 0.069; C -0.137; O -0.176; C -0.223; C -0.420; C -0.061; N 0.050; H 0.089; H 0.088; H 0.087; H 0.130; H 0.132; H 0.144; H 0.054; H 0.080

(2)
A 11-piece molecular cluster, C34H95N5O11 overall at a distorted geometry. Source: the Open Molecules 2025 dataset; level of theory: ωB97M-V/def2-TZVPD.

Element x y z (Å)
C  -0.845  -1.679  4.007
O  -1.786  -0.641  4.022
C  -3.184  -0.960  3.881
C  -3.907  0.308  3.369
C  -5.385  0.176  3.212
N  -3.256  0.653  2.110
H  -0.807  -2.349  4.872
H  0.122  -1.158  4.086
H  -0.795  -2.317  3.108
H  -3.299  -1.767  3.120
H  -3.630  -1.309  4.825
H  -3.683  1.098  4.073
H  -5.677  -0.645  2.600
H  -5.829  1.081  2.825
H  -5.907  -0.106  4.113
H  -3.657  1.538  1.841
H  -2.246  0.686  2.331
C  -1.709  1.366  -2.727
O  -2.412  2.410  -2.009
C  -3.632  1.931  -1.562
C  -4.406  3.235  -1.189
C  -3.754  4.035  -0.115
N  -5.777  2.965  -0.704
H  -2.278  1.083  -3.611
H  -1.423  0.677  -1.956
H  -0.802  1.835  -3.017
H  -4.140  1.330  -2.355
H  -3.599  1.239  -0.737
H  -4.408  3.821  -2.141
H  -3.570  3.493  0.793
H  -4.468  4.787  0.192
H  -2.821  4.539  -0.473
H  -6.571  2.584  -1.294
H  -6.055  3.803  -0.209
C  -0.603  -1.766  -1.440
O  0.076  -0.758  -0.738
C  -0.493  -0.489  0.544
C  0.353  0.547  1.257
C  0.448  1.908  0.563
N  1.698  0.010  1.426
H  -1.579  -1.468  -1.728
H  -0.563  -2.726  -0.901
H  -0.024  -1.907  -2.366
H  -1.514  -0.059  0.462
H  -0.500  -1.418  1.101
H  -0.187  0.691  2.228
H  -0.532  2.245  0.287
H  1.038  1.746  -0.370
H  1.195  2.468  1.146
H  2.251  0.585  2.066
H  2.176  0.206  0.517
C  -4.630  -4.607  -7.259
O  -3.989  -4.043  -6.114
C  -4.551  -2.923  -5.588
C  -3.821  -2.629  -4.248
C  -3.993  -3.800  -3.296
N  -4.479  -1.339  -3.727
H  -4.354  -5.640  -7.300
H  -4.346  -4.135  -8.156
H  -5.724  -4.655  -7.199
H  -4.649  -2.013  -6.224
H  -5.589  -3.158  -5.311
H  -2.724  -2.425  -4.391
H  -3.540  -4.716  -3.719
H  -5.025  -3.967  -3.003
H  -3.441  -3.507  -2.383
H  -4.078  -1.130  -2.809
H  -5.417  -1.496  -3.490
C  6.707  3.632  5.126
O  5.469  3.886  5.724
C  4.394  3.014  5.330
C  4.125  2.964  3.842
C  3.947  4.377  3.278
N  2.865  2.226  3.655
H  6.998  2.542  5.014
H  7.467  4.064  5.752
H  6.813  4.046  4.139
H  4.669  1.986  5.714
H  3.501  3.349  5.844
H  4.952  2.495  3.293
H  3.307  4.965  4.030
H  3.457  4.282  2.282
H  4.958  4.809  3.347
H  2.830  1.387  4.224
H  2.076  2.876  3.925
C  4.502  -3.696  -1.050
C  4.865  -2.764  -2.211
C  3.880  -2.896  -3.327
O  4.945  -1.442  -1.778
H  4.353  -4.814  -1.209
H  3.597  -3.188  -0.651
H  5.260  -3.639  -0.279
H  5.840  -2.898  -2.625
H  2.844  -2.715  -3.092
H  3.849  -3.872  -3.798
H  4.165  -2.092  -4.025
H  4.068  -1.184  -1.396
C  2.300  -3.973  3.745
C  2.578  -2.772  2.830
C  3.961  -2.840  2.132
O  1.519  -2.768  1.907
H  2.473  -4.912  3.224
H  1.188  -4.019  3.877
H  2.864  -3.973  4.656
H  2.482  -1.836  3.403
H  4.032  -2.026  1.421
H  4.118  -3.774  1.619
H  4.791  -2.689  2.811
H  1.434  -1.843  1.627
C  3.398  1.184  -3.463
C  2.180  0.450  -2.908
O  2.504  -0.180  -1.627
H  3.539  1.009  -4.536
H  4.339  0.728  -3.106
H  3.559  2.268  -3.276
H  1.809  -0.337  -3.521
H  1.429  1.212  -2.710
H  1.628  -0.257  -1.208
C  -2.181  3.916  3.839
C  -0.972  3.024  3.931
O  0.106  3.634  4.611
H  -2.961  3.535  3.188
H  -1.995  4.860  3.359
H  -2.597  4.059  4.801
H  -0.643  2.839  2.857
H  -1.193  2.062  4.278
H  -0.152  3.776  5.541
C  0.505  -5.070  -3.356
C  1.240  -5.645  -2.112
O  1.598  -7.013  -2.369
H  -0.588  -5.280  -3.387
H  0.891  -5.577  -4.242
H  0.651  -3.951  -3.556
H  0.779  -5.603  -1.149
H  2.147  -5.018  -2.007
H  2.093  -7.470  -1.697
C  0.836  5.894  -2.313
C  -0.047  4.906  -3.062
O  -1.371  4.937  -2.577
H  1.822  5.988  -2.719
H  1.061  5.605  -1.300
H  0.290  6.817  -2.187
H  0.309  3.869  -2.955
H  -0.018  5.145  -4.091
H  -1.733  4.038  -2.422

## Properties
SMILES: COC[C@H](C)N.COC[C@H](C)N.COC[C@H](C)N.COC[C@H](C)N.COC[C@H](C)N.CC(C)O.CC(C)O.CCO.CCO.CCO.CCO
calculated total energy: -66766.0919 eV
HOMO-LUMO gap: 9.68 eV
HOMO energy: -9.19 eV

Löwdin atomic charge list, values in e, 99 entries: C -0.123; O -0.215; C -0.156; C -0.446; C -0.058; N 0.066; H 0.087; H 0.088; H 0.080; H 0.138; H 0.128; H 0.122; H 0.072; H 0.078; H 0.077; H 0.048; H 0.050; C -0.023; O -0.238; C -0.211; C -0.415; C -0.059; N 0.017; H 0.108; H 0.063; H 0.059; H 0.121; H 0.103; H 0.148; H 0.049; H 0.075; H 0.095; H 0.102; H 0.046; C -0.076; O -0.236; C -0.169; C -0.411; C -0.029; N 0.070; H 0.060; H 0.110; H 0.091; H 0.115; H 0.106; H 0.121; H 0.073; H 0.078; H 0.081; H 0.062; H 0.088; C -0.074; O -0.179; C -0.271; C -0.379; C -0.073; N 0.036; H 0.080; H 0.071; H 0.093; H 0.133; H 0.120; H 0.145; H 0.083; H 0.077; H 0.071; H 0.046; H 0.037; C -0.139; O -0.186; C -0.203; C -0.464; C -0.049; N 0.032; H 0.109; H 0.080; H 0.067; H 0.138; H 0.120; H 0.136; H 0.111; H 0.088; H 0.066; H 0.071; H 0.073; C -0.059; C -0.520; C -0.064; O -0.063; H 0.101; H 0.079; H 0.060; H 0.129; H 0.051; H 0.082; H 0.092; H 0.066; C -0.050; C -0.495

(3)
A 10-piece molecular cluster, C34H95N7O13 overall at a distorted geometry. Source: the Open Molecules 2025 dataset; level of theory: ωB97M-V/def2-TZVPD.

Element x y z (Å)
C  -1.925  1.832  -3.429
O  -1.306  2.872  -4.156
C  -2.148  3.324  -5.231
C  -1.334  4.045  -6.306
C  -0.177  3.184  -6.803
N  -0.846  5.388  -5.875
H  -2.968  2.142  -3.274
H  -1.652  1.856  -2.372
H  -1.867  0.815  -3.814
H  -2.700  2.449  -5.594
H  -2.966  3.914  -4.799
H  -1.920  4.089  -7.228
H  0.259  2.680  -5.938
H  0.531  3.801  -7.354
H  -0.502  2.383  -7.469
H  -1.572  5.663  -5.217
H  -0.057  5.230  -5.255
C  5.580  -3.491  1.120
O  4.975  -2.517  1.956
C  4.728  -1.274  1.300
C  4.887  -0.151  2.297
C  4.513  1.220  1.715
N  6.308  -0.159  2.780
H  5.701  -4.471  1.579
H  6.545  -3.143  0.750
H  4.807  -3.611  0.350
H  5.395  -1.169  0.440
H  3.699  -1.339  0.926
H  4.210  -0.395  3.124
H  4.729  1.276  0.647
H  5.132  1.985  2.186
H  3.471  1.494  1.876
H  6.223  -1.102  3.161
H  6.311  0.555  3.499
C  5.417  0.396  -3.441
O  4.288  -0.396  -3.708
C  3.151  0.286  -4.200
C  1.938  -0.601  -4.127
C  0.721  -0.159  -4.953
N  1.516  -0.853  -2.751
H  6.229  -0.325  -3.581
H  5.282  0.890  -2.479
H  5.751  1.101  -4.215
H  2.899  1.130  -3.543
H  3.448  0.589  -5.208
H  2.173  -1.574  -4.578
H  0.174  0.599  -4.393
H  0.036  -0.987  -5.143
H  1.011  0.183  -5.947
H  1.001  -1.735  -2.729
H  2.299  -1.245  -2.224
C  0.353  8.687  5.581
O  0.701  7.403  5.165
C  -0.352  6.840  4.374
C  -0.029  5.371  4.060
C  -1.109  4.670  3.220
N  0.341  4.571  5.218
H  0.967  9.120  6.372
H  -0.660  8.769  5.994
H  0.385  9.391  4.740
H  -1.329  6.902  4.870
H  -0.424  7.478  3.487
H  0.852  5.454  3.414
H  -2.008  4.514  3.821
H  -0.770  3.761  2.731
H  -1.419  5.387  2.454
H  -0.486  4.670  5.816
H  0.976  5.107  5.808
C  3.370  -3.610  -3.137
O  2.441  -3.993  -2.137
C  2.683  -5.240  -1.461
C  1.383  -5.572  -0.688
C  0.878  -4.489  0.247
N  1.354  -6.930  -0.079
H  3.631  -2.589  -2.865
H  2.859  -3.620  -4.104
H  4.268  -4.203  -3.323
H  3.070  -6.019  -2.118
H  3.455  -4.919  -0.753
H  0.627  -5.748  -1.468
H  0.877  -3.615  -0.404
H  1.664  -4.415  1.004
H  -0.098  -4.733  0.658
H  1.318  -7.539  -0.893
H  0.412  -7.023  0.289
C  -4.481  -1.362  -1.794
O  -5.717  -0.704  -1.995
C  -6.743  -1.566  -2.458
C  -7.445  -2.185  -1.257
C  -8.374  -3.358  -1.590
N  -8.270  -1.168  -0.565
H  -3.797  -0.822  -1.139
H  -3.967  -1.281  -2.762
H  -4.441  -2.426  -1.554
H  -7.438  -0.910  -2.982
H  -6.466  -2.350  -3.172
H  -6.825  -2.463  -0.401
H  -9.126  -3.069  -2.329
H  -8.951  -3.600  -0.698
H  -7.796  -4.205  -1.956
H  -7.722  -0.329  -0.418
H  -9.131  -0.907  -1.029
C  -2.920  -2.819  1.504
O  -3.143  -3.190  2.851
C  -1.927  -3.182  3.589
C  -2.387  -3.555  5.029
C  -3.014  -4.940  5.324
N  -3.314  -2.560  5.603
H  -2.150  -3.430  1.029
H  -2.841  -1.732  1.418
H  -3.851  -3.045  0.977
H  -1.133  -3.838  3.224
H  -1.531  -2.160  3.578
H  -1.510  -3.485  5.684
H  -2.498  -5.833  4.961
H  -3.953  -4.949  4.763
H  -3.165  -5.110  6.388
H  -4.145  -3.088  5.847
H  -3.630  -2.031  4.791
O  1.765  3.508  -0.162
C  1.066  4.617  -0.664
C  0.029  4.201  -1.699
O  0.301  4.832  -2.950
H  1.202  2.984  0.421
H  0.578  5.157  0.158
H  1.807  5.295  -1.087
H  -1.022  4.390  -1.437
H  -0.003  3.126  -1.896
H  0.133  4.128  -3.595
O  2.290  -1.203  5.742
C  1.387  -1.989  4.982
C  1.796  -2.017  3.495
O  1.465  -0.793  2.821
H  2.604  -0.482  5.187
H  1.443  -3.020  5.330
H  0.360  -1.619  5.012
H  1.332  -2.777  2.857
H  2.858  -2.272  3.422
H  1.661  -0.909  1.882
O  0.605  1.789  1.719
C  -0.553  1.254  1.112
C  -0.244  0.309  -0.086
O  0.762  -0.639  0.168
H  1.009  1.020  2.151
H  -0.993  0.539  1.814
H  -1.264  1.974  0.712
H  -0.027  0.899  -0.986
H  -1.172  -0.134  -0.476
H  1.046  -1.024  -0.668

## Properties
SMILES: COC[C@H](C)N.COC[C@H](C)N.COC[C@H](C)N.COC[C@H](C)N.COC[C@H](C)N.COC[C@H](C)N.COC[C@H](C)N.OCCO.OCCO.OCCO
calculated total energy: -73838.4768 eV
HOMO-LUMO gap: 9.37 eV
HOMO energy: -9.21 eV

Löwdin atomic charge list, values in e, 99 entries: C -0.111; O -0.232; C -0.174; C -0.412; C -0.066; N 0.062; H 0.097; H 0.067; H 0.085; H 0.124; H 0.127; H 0.129; H 0.056; H 0.083; H 0.080; H 0.067; H 0.048; C -0.083; O -0.221; C -0.207; C -0.427; C -0.029; N 0.049; H 0.090; H 0.094; H 0.068; H 0.127; H 0.118; H 0.114; H 0.075; H 0.076; H 0.066; H 0.064; H 0.066; C -0.104; O -0.214; C -0.185; C -0.427; C -0.041; N 0.060; H 0.092; H 0.091; H 0.088; H 0.140; H 0.136; H 0.116; H 0.048; H 0.081; H 0.079; H 0.087; H 0.061; C -0.143; O -0.182; C -0.204; C -0.447; C -0.051; N 0.046; H 0.086; H 0.084; H 0.087; H 0.124; H 0.125; H 0.135; H 0.077; H 0.054; H 0.073; H 0.075; H 0.067; C -0.099; O -0.228; C -0.152; C -0.436; C -0.043; N 0.020; H 0.060; H 0.085; H 0.096; H 0.127; H 0.105; H 0.129; H 0.066; H 0.084; H 0.066; H 0.065; H 0.063; C -0.117; O -0.180; C -0.207; C -0.429; C -0.066; N 0.016; H 0.072; H 0.082; H 0.085; H 0.129; H 0.124; H 0.134; H 0.077; H 0.077